C6H24B3F4N2O4V as an isolated structure in a non-equilibrium geometry, computed with ωB97M-V/def2-TZVPD.

Results
energy above the lowest of the compared OMol25 structures with the same formula, charge and spin	0.000	eV
LUMO energy	-3.7	eV
Kohn-Sham gap	3.4	eV
HOMO level	-7.13	eV
calculated total energy	-56356.699	eV

Positions of all 44 atoms, in Å:
O 3.915 -2.211 -3.118
V 2.887 -1.130 -3.702
O 2.330 -1.783 -5.011
B 3.035 3.404 -3.441
H 3.304 2.855 -2.551
H 2.222 2.974 -4.006
H 2.856 4.438 -3.193
H 3.841 3.405 -4.157
B -0.250 -1.039 -0.842
H -0.174 -2.116 -0.865
H -0.601 -0.758 -1.822
H -0.894 -0.750 -0.026
H 0.711 -0.590 -0.646
C 2.134 -4.211 3.565
C 1.225 -3.817 4.755
O 1.310 -4.196 5.949
N -0.014 -2.939 4.477
H 0.035 -2.639 3.514
H -0.820 -3.546 4.526
C -0.040 -1.754 5.410
H 3.115 -4.576 3.867
H 2.377 -3.391 2.889
H 1.637 -4.913 2.896
H -0.939 -1.162 5.237
H 0.824 -1.089 5.420
H -0.229 -2.172 6.398
C -4.242 3.716 -4.136
C -4.740 2.348 -4.151
O -4.852 1.653 -5.160
N -4.960 1.767 -2.709
H -4.221 1.096 -2.551
H -4.810 2.485 -2.014
C -6.372 1.197 -2.570
H -3.154 3.655 -4.150
H -4.670 4.377 -3.383
H -4.411 4.172 -5.111
H -6.282 0.335 -1.910
H -6.867 0.725 -3.419
H -6.983 2.002 -2.159
B 6.556 0.811 3.596
F 5.736 -0.018 4.322
F 5.954 1.199 2.481
F 6.788 1.965 4.281
F 7.731 0.221 3.220